C2H3N3O | the ωB97M-V functional and the def2-TZVPD basis

Its structure (SMILES) is O=c1[nH]cn[nH]1. The value obtained for the calculated total energy is -317.49078 Eh. For the energy above the lowest of the compared OMol25 structures with the same formula, charge and spin, the calculation gives 109.07 kJ/mol. As for the net charge: 0.

Each line ends with the natural charge from an NBO analysis.
Atoms and positions in Å:
O (1.844, 0.500, -1.322)  -0.607
C (0.943, 0.256, -0.565)  0.728
N (-0.322, -0.315, -0.824)  -0.610
C (-1.052, -0.383, 0.326)  0.185
N (-0.378, 0.033, 1.347)  -0.299
N (0.877, 0.359, 0.771)  -0.497
H (-0.592, -0.614, -1.744)  0.427
H (-2.065, -0.756, 0.384)  0.210
H (0.947, 1.060, 1.597)  0.464

---

C2H3N3O | the ωB97M-V functional and the def2-TZVPD basis

Its structure (SMILES) is [H]/N=c1/nc[nH]o1. The value obtained for the calculated total energy is -317.40002 Eh. For the energy above the lowest of the compared OMol25 structures with the same formula, charge and spin, the calculation gives 347.36 kJ/mol. As for the net charge: 0.

Each line ends with the natural charge from an NBO analysis.
Atoms and positions in Å:
C (0.987, -0.029, -0.099)  0.614
C (-1.132, 0.882, -0.081)  0.230
H (2.644, -0.696, -0.007)  0.336
H (-2.024, 1.358, -0.032)  0.205
H (-1.792, -1.214, 0.449)  0.397
N (2.215, 0.181, 0.018)  -0.657
N (0.197, 1.204, -0.063)  -0.464
N (-1.175, -0.612, -0.036)  -0.328
O (0.080, -1.074, -0.148)  -0.332

---

C2H3N3O2 | the ωB97M-V functional and the def2-TZVPD basis

Its structure (SMILES) is ONc1cnon1. The value obtained for the calculated total energy is -392.54855 Eh. For the energy above the lowest of the compared OMol25 structures with the same formula, charge and spin, the calculation gives 643.23 kJ/mol. As for the net charge: 0.

Each line ends with the natural charge from an NBO analysis.
Atoms and positions in Å:
C (0.223, 0.288, 0.066)  0.229
C (0.105, -0.403, -1.240)  -0.110
H (-0.069, -1.798, 1.747)  0.466
H (-0.512, 0.787, 1.814)  0.366
H (-0.495, -1.391, -1.322)  0.253
N (-0.057, -0.077, 1.283)  -0.296
N (0.566, 0.448, -2.165)  -0.096
N (0.393, 1.569, -0.209)  -0.148
O (-0.666, -1.159, 1.540)  -0.522
O (0.512, 1.735, -1.514)  -0.141

---

C2H3N3O2 | the ωB97M-V functional and the def2-TZVPD basis

Its structure (SMILES) is [H]/N=c1/[nH][nH]c(=O)o1. The value obtained for the calculated total energy is -392.72313 Eh. For the energy above the lowest of the compared OMol25 structures with the same formula, charge and spin, the calculation gives 184.86 kJ/mol. As for the net charge: 0.

Each line ends with the natural charge from an NBO analysis.
Atoms and positions in Å:
C (-0.734, -0.820, 0.158)  0.636
C (0.610, 0.968, 0.014)  0.840
H (-2.007, -1.427, 1.393)  0.376
H (0.503, -1.871, -0.673)  0.386
H (1.064, 0.428, -1.733)  0.400
N (-1.589, -1.601, 0.468)  -0.687
N (0.102, -0.974, -0.983)  -0.455
N (1.110, -0.002, -0.813)  -0.470
O (0.934, 2.095, 0.414)  -0.543
O (-0.455, 0.408, 0.745)  -0.483

---

C2H3N3O2 | the ωB97M-V functional and the def2-TZVPD basis

Its structure (SMILES) is Nc1noc(=O)[nH]1. The value obtained for the calculated total energy is -392.74741 Eh. For the energy above the lowest of the compared OMol25 structures with the same formula, charge and spin, the calculation gives 121.13 kJ/mol. As for the net charge: 0.

Each line ends with the natural charge from an NBO analysis.
Atoms and positions in Å:
N (-1.835, 0.229, 0.101)  -0.802
C (-0.518, -0.144, 0.266)  0.499
N (-0.132, -1.344, 0.531)  -0.202
O (1.254, -1.335, 0.283)  -0.336
C (1.664, -0.102, -0.109)  0.853
O (2.777, 0.183, -0.447)  -0.578
N (0.523, 0.698, -0.062)  -0.658
H (-1.911, 0.740, -0.773)  0.388
H (-2.408, -0.609, 0.052)  0.400
H (0.586, 1.684, 0.157)  0.436

---

C2H3N3O2 | the ωB97M-V functional and the def2-TZVPD basis

Its structure (SMILES) is [H]/N=c1\ncn(O)o1. The value obtained for the calculated total energy is -392.59025 Eh. For the energy above the lowest of the compared OMol25 structures with the same formula, charge and spin, the calculation gives 533.76 kJ/mol. As for the net charge: 0.

Each line ends with the natural charge from an NBO analysis.
Atoms and positions in Å:
C (0.555, 1.084, 0.094)  0.249
C (-1.178, -0.185, -0.036)  0.621
H (2.507, -1.556, -0.307)  0.490
H (1.007, 2.082, 0.220)  0.215
H (-3.056, -0.116, -0.263)  0.378
N (1.132, -0.203, 0.612)  0.117
N (-0.664, 1.165, -0.098)  -0.452
N (-2.229, -0.794, -0.203)  -0.628
O (1.996, -0.584, -0.564)  -0.603
O (-0.070, -0.893, 0.546)  -0.387